Entry 1:
# H6O2S2

A 4-piece molecular cluster, H6O2S2 overall (ωB97M-V with the def2-TZVPD basis set, OMol25).

Structure (XYZ):
```
10
Properties=species:S:1:pos:R:3:forces:R:3:mulliken_charge:R:1
S -2.13725 0.38836 -0.95245 0.18 -0.57 -0.38 -0.1928
S 2.18966 0.02882 -0.11201 -0.11 0.52 -0.11 -0.2556
O -0.30895 1.63974 1.13322 -0.09 -0.15 -0.08 -0.5155
O 0.07997 -1.80161 0.74305 -0.42 -0.13 0.36 -0.5518
H 0.57608 -1.22994 0.13747 -0.49 -0.85 -0.11 0.2997
H -0.91539 1.10575 0.59464 0.33 0.50 0.63 0.2589
H -0.36472 -2.51043 0.25594 0.35 0.43 -0.12 0.3196
H -3.06230 0.56724 -1.90482 -0.03 0.12 -0.11 0.1681
H 0.46787 1.72158 0.57121 0.07 0.15 0.14 0.3096
H 3.47503 0.09049 -0.46624 0.20 -0.04 -0.22 0.1597
```
Forces are in eV/Å.

Orbital gap ... 3.39 eV
ΔE to the lowest compared entry with this formula, charge and spin ... 140.67 kcal/mol
LUMO energy ... -0.2121 hartree
Multiplicity ... 1
Electronic energy ... -950.21570 hartree

---

Entry 2:
# C4H8Se

A 2-piece molecular cluster, C4H8Se overall at a distorted geometry (ωB97M-V with the def2-TZVPD basis set, OMol25).

Structure (XYZ):
```
13
Properties=species:S:1:pos:R:3:forces:R:3:mulliken_charge:R:1
Se 2.34527 0.03962 -0.02756 0.62 1.35 1.40 -0.1006
C -0.40577 0.39083 -0.07150 -0.55 -4.21 0.01 -0.0331
C 0.69468 0.90722 0.75512 -0.07 1.10 -0.35 -0.5135
C -1.09243 1.06258 -0.93520 0.20 1.86 -3.41 -0.6651
C -0.88644 -1.91790 -0.02757 1.81 1.65 -1.69 -0.7181
H 3.44114 0.67538 0.91093 -1.43 -0.67 -1.01 0.0802
H -1.52564 -1.97462 0.82493 -0.03 -0.07 0.65 0.2892
H -0.66407 2.09018 -1.09318 -0.74 -0.50 0.41 0.2161
H -1.47399 -2.10247 -0.96908 0.74 0.57 0.90 0.2575
H 0.61922 2.06787 0.81378 0.63 -1.94 -0.47 0.3799
H 0.08229 -2.56184 -0.02981 -1.74 1.53 0.30 0.2357
H 0.52015 0.54124 1.72853 0.40 -0.40 1.33 0.3076
H -1.65441 0.78193 -1.87939 0.17 -0.28 1.93 0.2643
```
Forces are in eV/Å.

Orbital gap ... 9.31 eV
ΔE to the lowest compared entry with this formula, charge and spin ... 95.84 kcal/mol
LUMO energy ... 0.0161 hartree
Multiplicity ... 1
Electronic energy ... -2558.45399 hartree

---

Entry 3:
# C17H37BN2OPtSSi

C17H37BN2OPtSSi as an isolated structure at a distorted geometry (ωB97M-V with the def2-TZVPD basis set, OMol25).

Structure (XYZ):
```
61
Properties=species:S:1:pos:R:3:forces:R:3:lowdin_spin:R:1
Pt 0.42469 -0.56536 0.02062 0.74 -0.95 -0.50 0.1817
S 2.83747 1.77255 0.39844 0.36 0.19 0.15 0.1897
Si -0.79764 -0.64467 2.02568 0.05 0.29 0.28 0.1130
O -1.08777 0.91759 -1.86689 -0.30 0.16 -0.13 0.0072
N -0.31926 -2.28668 -0.97810 -0.40 0.46 0.23 0.0303
N 0.48653 1.73354 -3.27138 0.00 0.04 0.04 0.0003
C -2.71697 -0.63977 1.67655 -0.01 -0.03 -0.03 0.0352
C -0.35954 0.90049 3.15765 -0.10 -0.01 0.00 0.0087
C 0.98818 0.39240 -3.53528 -0.01 0.01 -0.05 0.0158
C 1.08986 2.90369 -3.87747 -0.01 -0.02 0.02 0.0001
C 1.07020 0.76557 3.69972 -0.01 0.00 -0.02 0.0017
C 1.24524 -2.52966 2.76877 -0.02 0.03 0.03 0.0009
C 1.79202 0.61652 0.24796 -0.68 0.16 -0.05 0.2925
C -3.54615 -1.09569 2.88624 -0.02 0.01 -0.01 0.0088
C -0.60264 -2.32869 4.42036 -0.04 -0.05 -0.01 0.0053
C -0.26783 -2.29538 2.92175 0.01 -0.02 0.05 0.0177
C -0.95615 -3.01350 -1.61220 0.12 -0.20 -0.16 0.0280
C -0.39704 2.21573 2.35989 -0.01 -0.02 0.04 0.0045
C -0.55197 1.85808 -2.42060 0.15 -0.17 0.08 0.0011
C -1.29941 1.08876 4.35983 0.01 -0.04 0.03 0.0031
C -3.17684 0.76983 1.27921 0.01 0.03 0.03 0.0022
C -0.94839 -3.50865 2.27117 0.02 0.00 -0.03 0.0014
C -3.09144 -1.53365 0.48611 -0.02 -0.01 0.01 0.0073
B -1.83446 -4.01803 -2.47332 0.05 0.08 0.06 0.0045
H -0.11307 -1.53397 4.98080 0.05 0.00 0.01 0.0001
H 1.84504 -1.77807 3.28146 0.00 0.02 0.00 0.0000
H 1.34639 -0.07045 -2.61303 0.01 0.01 0.00 0.0196
H -1.40575 2.50138 2.06934 0.00 0.00 0.02 0.0000
H -4.61276 -1.02203 2.63661 0.00 0.00 0.00 0.0026
H -0.26098 -3.28261 4.84331 -0.02 -0.01 0.00 0.0013
H 1.54337 -2.52585 1.72018 -0.01 -0.03 -0.02 0.0001
H -1.67572 -2.25453 4.60735 0.01 0.01 0.00 0.0001
H -3.34894 -2.13444 3.15100 -0.02 -0.01 -0.02 0.0003
H -2.99658 -3.74525 -2.23904 0.03 -0.01 0.00 0.0022
H -2.87155 -2.58826 0.64096 0.04 0.00 0.00 0.0001
H 0.50624 3.28384 -4.72100 0.02 -0.02 -0.03 0.0000
H -2.58168 -1.22093 -0.42212 -0.02 0.04 -0.04 0.0034
H -3.37370 -0.48914 3.77542 0.00 0.01 0.00 0.0002
H -1.56434 -3.83921 -3.64572 0.01 0.00 0.04 0.0018
H -4.22973 0.72429 0.97356 0.01 0.01 -0.01 0.0001
H -2.31185 1.34716 4.04936 0.00 0.01 0.00 0.0001
H 0.19972 -0.24343 -3.93933 0.00 0.00 0.00 0.0001
H 1.79367 0.63879 2.89510 0.02 -0.01 0.00 0.0013
H -4.17046 -1.44431 0.30605 0.00 -0.03 0.03 -0.0001
H -1.56085 -5.14695 -2.11577 0.01 0.03 0.00 -0.0001
H -0.93131 1.91613 4.98105 0.01 0.00 -0.01 0.0007
H 1.20406 3.70208 -3.14344 -0.02 0.01 0.00 0.0000
H 0.00833 3.02183 2.98578 -0.01 0.00 -0.01 0.0005
H 1.18478 -0.06716 4.39258 -0.03 -0.01 0.02 0.0000
H -2.59910 1.15254 0.43413 0.00 0.00 0.00 0.0013
H -2.02858 -3.51353 2.41311 0.00 0.00 0.00 0.0000
H 1.80834 0.45735 -4.24703 -0.01 -0.01 -0.01 0.0004
H 1.49637 -3.50936 3.19595 0.02 0.02 0.02 -0.0001
H 2.08193 2.64323 -4.23871 0.02 0.02 0.03 0.0001
H -1.36228 0.20581 4.99689 0.00 0.00 0.00 0.0001
H -0.74653 -3.56258 1.20093 -0.01 0.00 0.00 0.0007
H -0.55582 -4.42411 2.73206 0.00 0.00 -0.01 0.0000
H -3.10856 1.48241 2.10024 -0.04 -0.01 0.01 0.0000
H 0.20238 2.15848 1.45673 0.06 0.01 -0.05 0.0024
H 1.33369 1.68185 4.24366 0.02 0.00 -0.01 0.0000
H -0.86750 2.90315 -2.25972 0.00 0.02 0.00 0.0001
```
Forces are in eV/Å.

Charge ... -1
Orbital gap (alpha / beta) ... 5.83 / 7.81 eV
ΔE to the lowest compared entry with this formula, charge and spin ... 0.74 kcal/mol
LUMO energy (alpha / beta) ... 0.0920 / 0.0828 hartree
Multiplicity ... 2
Electronic energy ... -1686.59628 hartree

---

Q: What is the formula in the third record?
A: C17H37BN2OPtSSi